Record 1
# C6H10O

One molecule with the formula C6H10O (wB97M-V/def2-TZVPD, the OMol25 dataset).

The geometry in XYZ format:
```
17
Properties=species:S:1:pos:R:3:forces:R:3
C 0.91340 1.56211 -0.15212 0.0 0.0 0.1
C -0.41211 1.33710 -0.86050 0.1 0.3 -0.1
O -0.89310 0.00242 -0.71182 0.2 -0.1 0.0
C -1.27264 -0.37869 0.60029 0.0 0.0 0.1
C -0.34500 -1.45237 1.09212 0.1 -0.1 0.0
C 0.69580 -1.86099 0.34693 0.0 0.1 -0.1
C 1.17873 -1.29839 -0.88267 -0.4 -0.2 0.1
H 0.80055 1.52315 0.93729 0.0 0.1 -0.1
H 1.34141 2.53090 -0.42732 -0.1 -0.1 0.1
H -1.17610 2.05417 -0.52176 0.1 -0.2 0.0
H -0.29630 1.45592 -1.94191 0.0 0.1 0.2
H -1.29237 0.48946 1.27943 0.1 -0.1 -0.1
H -2.29972 -0.76924 0.55640 0.1 0.1 0.0
H -0.51386 -1.86058 2.08561 0.0 0.1 -0.1
H 1.40952 -2.55901 0.80044 -0.1 0.1 -0.1
H 0.55299 -1.54335 -1.75091 0.0 -0.2 0.1
H 1.60879 0.76740 -0.44948 0.0 0.3 0.1
```
Positions in Å, forces in eV/Å.

Values from the calculation:
* gap between HOMO and LUMO: 7.8 eV
* energy above the lowest of the compared OMol25 structures with the same formula, charge and spin: 105.89 kcal per mole

Results of the natural (NBO) charge analysis, in e, for atoms 1 through 2: C -0.67; C -0.06


Record 2
# C5H6GaO4

C5H6GaO4 as an isolated structure in a non-equilibrium geometry (wB97M-V/def2-TZVPD, the OMol25 dataset).

The geometry in XYZ format:
```
16
Properties=species:S:1:pos:R:3:forces:R:3
O -1.19261 0.73614 -1.64549 -2.9 -1.4 -0.6
C -1.63096 -0.42690 -1.53406 2.4 0.9 -0.8
C -2.29953 -0.75850 -0.22430 -0.8 -0.6 0.3
O -2.42257 0.15065 0.59263 -1.0 -0.2 0.2
Ga -1.82327 1.84816 0.00365 2.0 -0.5 -0.5
H -1.18487 -1.23194 -2.13376 -0.5 0.0 -0.3
H -2.52250 -1.80604 0.02356 -0.2 0.1 0.2
C 1.82660 -1.52805 1.12448 -0.3 -0.4 -0.6
C 1.73967 -0.23845 0.84308 1.8 -0.1 -0.3
O 0.48057 0.26750 0.48153 -2.4 1.6 -0.5
C 0.26748 1.44044 -0.01267 2.9 0.1 2.7
O 1.31273 2.18176 -0.13010 -1.6 -0.2 -0.3
H 0.97164 -2.19665 1.01983 0.2 0.0 0.3
H 2.57131 0.45393 0.74051 -0.3 0.0 0.1
H 2.80973 -1.95820 1.30938 -0.2 0.1 0.4
H 1.09658 3.06614 -0.45826 0.5 0.8 -0.3
```
Positions in Å, forces in eV/Å.

Values from the calculation:
* gap between HOMO and LUMO (alpha / beta): 3.9 / 3.9 eV
* energy above the lowest of the compared OMol25 structures with the same formula, charge and spin: 31.55 kcal per mole
* net charge: +3

Results of the natural (NBO) charge analysis, in e, for atoms 1 through 2: O -0.54; C 0.40